1.
This record from the Open Molecules 2025 dataset describes CsH4O2 as an isolated structure. The level of theory is ωB97M-V/def2-TZVPD.

```
7
Properties=species:S:1:pos:R:3:forces:R:3
Cs -0.6630 0.8076 1.6400 0.0 -0.1 0.4
O 0.5727 -1.7901 0.9822 -0.1 0.3 0.1
H 0.0438 -2.4993 0.6169 -0.2 -0.3 -0.1
H 1.4444 -1.9248 0.6102 0.3 -0.1 -0.1
O -0.4450 1.4201 -1.2050 0.0 -0.2 0.4
H 0.2712 2.0104 -1.4393 0.3 0.2 -0.3
H -1.2240 1.9762 -1.2050 -0.3 0.2 -0.4
```
Positions in Å, forces in eV/Å.

## Properties
HOMO energy   -16.00 eV
ΔE to the lowest compared entry with this formula, charge and spin   0.200 eV
Energy   -172.82908 a.u.
Gap between HOMO and LUMO   12.35 eV
2S+1   1
LUMO level   -3.6 eV
Net charge   +1

Mulliken atomic charge list, values in e, 6 entries: atom 1 (Cs): 0.9908, atom 2 (O): -0.6207, atom 3 (H): 0.3182, atom 4 (H): 0.3126, atom 5 (O): -0.6979, atom 6 (H): 0.3454



2.
This record from the Open Molecules 2025 dataset describes C28H24Cl2MnN7O5SbSe4 as an isolated structure at a distorted geometry. The level of theory is ωB97M-V/def2-TZVPD.

```
72
Properties=species:S:1:pos:R:3:forces:R:3
Mn -0.5075 -0.6177 -0.3849 0.2 0.1 -0.5
Cl 2.0827 0.5977 -4.2205 0.0 -0.1 -0.1
C 3.0182 0.4009 -2.7597 0.1 0.0 0.0
C 4.3994 0.6048 -2.8437 0.0 0.0 0.1
C 5.1659 0.5379 -1.7183 0.0 0.0 0.0
Cl 6.8962 0.8131 -1.8342 -0.1 0.0 0.0
C 4.5790 0.2398 -0.4636 0.3 0.1 0.0
C 5.2924 0.2442 0.7595 0.0 -0.1 0.1
C 4.6371 -0.0389 1.9208 0.0 0.0 -0.2
C 3.2792 -0.4168 1.8522 0.2 -0.1 -0.2
N 2.5964 -0.4390 0.7370 -0.1 0.1 0.1
C 3.2012 -0.0442 -0.4073 -0.2 -0.1 0.1
C 2.3500 0.0886 -1.5714 -0.1 0.0 -0.3
O 1.0791 -0.0455 -1.5433 -0.6 -0.6 0.3
H 4.8431 0.8252 -3.8045 0.0 0.0 0.0
H 6.3487 0.4753 0.7514 0.0 0.1 0.0
H 5.1341 0.0142 2.8788 0.0 0.0 0.0
H 2.7540 -0.7037 2.7568 0.1 -0.1 -0.1
O -3.6755 -0.6660 6.3853 0.1 0.1 -0.1
C -4.3240 -1.4939 5.5398 0.1 -0.1 0.0
O -5.2281 -2.1741 5.9619 -0.1 0.1 -0.1
C -3.8368 -1.4896 4.1345 0.0 -0.2 -0.1
C -2.4730 -1.5076 3.8274 0.0 0.1 0.1
C -2.0477 -1.5269 2.5164 0.1 -0.1 -0.2
C -2.9616 -1.4230 1.4520 0.2 -0.2 0.1
C -4.3294 -1.4640 1.7746 0.0 0.0 -0.1
C -4.7524 -1.5223 3.0879 0.0 -0.1 0.1
N -2.4799 -1.2253 0.1672 0.1 0.2 -0.3
C -3.3238 -1.3067 -0.8737 0.0 0.0 0.0
C -2.9901 -0.7121 -2.1019 0.0 -0.2 0.3
C -3.7642 -0.8592 -3.2825 0.0 0.1 -0.1
C -3.3120 -0.3083 -4.4475 0.1 0.0 0.0
C -2.0831 0.3873 -4.4598 -0.1 0.0 -0.1
C -1.3950 0.5080 -3.2715 0.0 0.2 0.1
N -1.8273 -0.0047 -2.1193 0.7 -0.3 -0.1
H -3.0553 -0.1085 5.8858 0.1 0.0 0.0
H -1.7275 -1.4911 4.6156 0.0 -0.1 0.0
H -0.9889 -1.6126 2.2933 -0.1 0.2 0.1
H -5.0759 -1.4110 0.9955 0.0 0.1 0.0
H -5.8101 -1.5594 3.3164 0.0 0.0 0.0
H -4.2662 -1.8413 -0.8095 0.0 0.0 0.1
H -4.6871 -1.4243 -3.2413 0.0 0.0 0.0
H -3.8923 -0.4109 -5.3571 0.0 0.0 0.0
H -1.6843 0.8239 -5.3643 0.0 0.0 0.0
H -0.4474 1.0312 -3.2109 0.0 0.0 0.0
N 1.5560 5.8959 -0.2516 0.0 -0.1 0.3
C 0.1074 5.7363 -0.1118 0.1 -0.1 0.2
C -0.3638 4.3818 -0.6210 0.1 -0.4 0.0
O -1.4975 4.0091 -0.5061 -0.1 0.3 -0.2
O 0.5799 3.6335 -1.1960 -0.1 0.0 -0.2
H 2.0066 5.4755 0.5604 0.0 0.0 0.0
H 1.8138 6.8734 -0.2580 0.0 0.0 0.0
H 1.4167 4.1280 -1.1400 0.0 0.1 0.0
H -0.4218 6.4896 -0.6981 0.1 0.0 0.0
H -0.2352 5.8005 0.9263 -0.1 0.1 -0.1
Se 1.1555 -0.3855 4.5116 -0.4 0.3 0.2
Sb 0.6857 1.6769 3.1725 -0.2 -0.4 -0.8
Se -0.6157 1.1917 0.9769 -0.2 2.1 2.2
Se -0.8284 2.2008 5.0761 0.1 -0.3 -0.2
Se 2.5623 3.2205 2.8949 -0.3 -0.1 -0.1
N 0.7243 -3.1044 -3.5551 0.3 0.0 0.2
C 0.8960 -3.1815 -2.1765 -0.7 0.5 -0.4
C -0.1502 -2.6601 -1.3617 0.6 -1.3 0.6
N -0.0466 -2.6723 -0.0122 0.4 -0.7 -1.9
C 1.0597 -3.2939 0.4508 -0.4 0.5 1.1
C 2.0154 -3.8319 -0.3510 0.3 -0.2 -0.6
N 1.9710 -3.7607 -1.6942 -0.1 -0.1 0.3
H 0.3469 -2.2130 -3.8557 0.0 0.0 0.0
H 1.5862 -3.3278 -4.0331 0.0 0.1 -0.1
H -1.0622 -2.3471 -1.8623 -0.1 0.0 0.3
H 1.1490 -3.3441 1.5296 0.1 0.1 0.0
H 2.8782 -4.3345 0.0664 0.0 0.0 0.1
```
Positions in Å, forces in eV/Å.

## Properties
HOMO energy (spin up / spin down)   -1.39 / -1.87 eV
ΔE to the lowest compared entry with this formula, charge and spin   1.887 eV
Energy   -13758.44657 a.u.
Gap between HOMO and LUMO (spin up / spin down)   5.34 / 5.28 eV
2S+1   6
LUMO level (spin up / spin down)   3.9 / 3.4 eV
Net charge   -2

Mulliken atomic charge list, values in e, 6 entries: atom 1 (Mn): 0.6377, atom 2 (Cl): -0.2993, atom 3 (C): 0.9474, atom 4 (C): -0.6435, atom 5 (C): 0.6916, atom 6 (Cl): -0.3259



3.
This record from the Open Molecules 2025 dataset describes C13H31Cl2OPPt as an isolated structure at a distorted geometry. The level of theory is ωB97M-V/def2-TZVPD.

```
49
Properties=species:S:1:pos:R:3:forces:R:3
Pt -0.0601 -0.0626 1.2446 -0.6 -0.9 4.2
Cl -1.7479 -0.7524 -0.1625 -4.7 -1.7 1.5
Cl -1.8152 -0.9356 2.8528 -0.2 0.2 -0.3
H 0.8479 1.1544 0.6376 -0.2 2.1 -0.3
H 1.4605 0.2886 0.7808 1.5 -0.5 0.3
P -0.3027 -0.1189 -1.5181 2.0 0.8 -2.9
C 1.4408 -0.6930 -1.5004 0.8 0.2 -1.3
C -1.2449 -0.9150 -2.9364 0.3 0.2 0.0
C -0.2514 1.7035 -1.6976 0.2 0.5 -0.6
C 1.7092 -1.8798 -0.5621 0.1 -0.6 -0.6
H 1.9430 0.1776 -1.0417 -0.1 -0.2 -0.4
C 2.0502 -0.8936 -2.9168 0.4 -0.2 0.2
H 1.6771 -1.8084 -3.4150 0.1 0.4 0.3
H 3.1459 -0.9955 -2.8055 -0.4 -0.1 -0.2
H 1.8779 -0.0374 -3.5875 -0.1 -0.3 0.3
H 1.5605 -1.6220 0.5044 0.0 -0.1 -0.3
H 2.7596 -2.1989 -0.6753 -0.3 0.1 0.1
H 1.0741 -2.7456 -0.7731 0.0 0.1 -0.1
H 0.6110 1.9536 -1.0572 -0.2 -0.1 -0.3
C -1.4559 2.4258 -1.0562 -0.2 0.1 -0.2
C 0.0699 2.2158 -3.1253 -0.1 0.2 0.0
H 1.1017 1.9841 -3.4331 -0.4 -0.1 0.1
H 0.0040 3.3162 -3.1066 -0.1 -0.3 -0.1
H -0.6253 1.8372 -3.8998 0.3 0.2 0.4
H -1.3779 2.4421 0.0394 0.0 -0.2 -0.2
H -2.4282 2.0020 -1.3331 0.2 0.0 0.1
H -1.4638 3.4731 -1.3850 0.1 -0.2 0.0
C -1.3416 -2.4407 -2.7538 0.3 -0.2 -0.1
H -0.6467 -0.6727 -3.8264 -0.2 -0.2 0.0
C -2.6739 -0.3517 -3.0859 0.2 0.3 -0.2
H -0.3547 -2.9299 -2.7382 -0.3 0.2 0.2
H -1.8849 -2.8879 -3.5976 0.0 0.2 0.1
H -1.8931 -2.6840 -1.8325 0.3 0.0 -0.4
H -3.2760 -0.5833 -2.1935 0.1 0.2 -0.4
H -3.1650 -0.8128 -3.9533 0.2 -0.1 0.2
H -2.6844 0.7313 -3.2835 0.0 -0.3 0.3
C 0.2672 0.9093 5.6705 -0.2 0.2 0.1
C 1.0634 -0.3876 5.6022 0.6 0.0 -0.3
C 1.0519 -0.7724 4.1287 -0.6 -0.6 -0.4
O 0.7732 0.4345 3.3541 1.0 0.1 1.4
C 0.0241 1.3225 4.2201 -0.8 0.1 -0.4
H -0.7082 0.7344 6.1188 0.0 0.0 0.2
H 0.7735 1.6679 6.2661 0.0 0.0 -0.1
H 0.6111 -1.1710 6.2032 0.0 -0.1 0.0
H 2.0802 -0.2406 5.9548 0.1 0.1 0.1
H 1.9767 -1.2185 3.7364 -0.3 0.3 0.2
H 0.1976 -1.4528 3.9568 0.7 0.2 0.0
H -1.0387 1.1350 4.0119 0.3 0.4 -0.1
H 0.2884 2.3561 3.9700 0.1 -0.3 0.0
```
Positions in Å, forces in eV/Å.

## Properties
HOMO energy (spin up / spin down)   -4.47 / -9.08 eV
Energy   -1969.88636 a.u.
Gap between HOMO and LUMO (spin up / spin down)   5.02 / 6.54 eV
2S+1   5
LUMO level (spin up / spin down)   0.5 / -2.5 eV

Mulliken atomic charge list, values in e, 6 entries: atom 1 (Pt): 1.0990, atom 2 (Cl): -0.5251, atom 3 (Cl): -0.5747, atom 4 (H): -0.1215, atom 5 (H): -0.2137, atom 6 (P): -0.1978



4.
This record from the Open Molecules 2025 dataset describes C17H19CaFNO2PS2 as an isolated structure at a distorted geometry. The level of theory is ωB97M-V/def2-TZVPD.

```
44
Properties=species:S:1:pos:R:3:forces:R:3
C -3.0131 2.0504 0.4887 0.3 0.1 0.3
C -3.2618 2.5795 -1.0059 -0.3 -0.6 0.6
O -4.4231 3.4716 -1.0457 1.1 -0.6 0.9
C -1.9666 3.4045 -1.5396 -2.5 1.6 1.2
O -1.0379 2.5783 -2.2975 2.7 0.1 2.0
C 0.2590 2.5801 -1.7431 1.1 0.3 0.3
C 1.0148 3.9422 -1.5960 2.4 -3.3 1.4
C 2.4627 3.9131 -0.9823 -2.8 -3.0 -1.0
C 3.0943 2.5344 -0.5493 -2.3 0.4 -1.8
C 2.3046 1.1683 -0.7480 -2.3 2.1 -0.9
C 0.8721 1.1752 -1.3440 1.6 3.2 0.0
N 0.0260 -0.0087 -1.5932 2.5 0.2 1.5
C 0.1208 -1.0355 -0.5289 -1.0 -3.3 2.4
C -1.2009 -1.7989 -0.1824 3.6 -0.3 1.6
C -1.1746 -2.9202 0.8919 3.2 2.1 0.0
P -2.8246 -3.8440 1.2104 0.4 -0.3 -2.5
S -3.3040 -4.6479 -0.5260 0.2 0.3 0.9
C 0.1380 -3.2486 1.6483 -0.3 2.3 -2.6
C 1.4813 -2.5115 1.3380 -2.8 1.0 -1.4
C 2.7587 -2.9567 2.1818 -0.8 -1.4 0.3
C 3.4198 -4.3063 1.5653 -0.3 0.4 1.2
F 3.7153 -1.9126 2.4260 -1.4 -1.3 -0.9
C 1.4378 -1.4318 0.2326 -3.2 -1.4 0.5
S 2.9663 -0.5286 -0.2674 -0.9 1.6 -0.1
H -2.5000 1.0161 0.5206 -0.7 1.7 -0.2
H -2.3560 2.8060 1.0687 -1.0 -1.2 -0.9
H -3.9897 1.9487 1.0905 1.4 0.1 -1.1
H -3.5274 1.6992 -1.6833 0.8 1.1 0.7
H -4.9364 3.3705 -0.2080 0.7 0.1 -1.0
H -2.4080 4.2801 -2.1545 1.0 -1.6 0.6
H -1.4982 3.8822 -0.5952 -0.4 -0.9 -1.7
H 0.5238 4.9309 -1.9241 0.9 -1.9 0.6
H 2.9985 4.9109 -0.8723 -0.6 -1.7 0.0
H 4.1499 2.5618 -0.0717 -1.9 0.1 0.1
H 0.2772 -0.4044 -2.5166 -0.4 0.2 0.6
H -2.1573 -1.5117 -0.7346 1.5 -0.5 0.9
H -3.7991 -2.8468 1.5293 0.8 -0.3 0.7
H -2.6834 -4.8426 2.2401 0.2 1.1 -0.1
H 0.0943 -4.0830 2.4290 0.3 1.5 -1.2
H 2.3608 -3.2761 3.2203 0.6 0.8 -1.6
H 3.9411 -4.1374 0.5667 -0.7 -0.3 1.4
H 4.1210 -4.7056 2.3902 -0.8 0.7 -1.6
H 2.5777 -5.0964 1.4889 1.3 1.4 -0.2
Ca 4.9460 1.2512 -1.8178 -0.9 -0.4 0.1
```
Positions in Å, forces in eV/Å.

## Properties
HOMO energy   -12.49 eV
Energy   -2778.67682 a.u.
Gap between HOMO and LUMO   3.54 eV
2S+1   1
LUMO level   -9.0 eV
Net charge   +2

Mulliken atomic charge list, values in e, 6 entries: atom 1 (C): -1.0509, atom 2 (C): 0.4153, atom 3 (O): -0.5245, atom 4 (C): -0.6536, atom 5 (O): -0.3260, atom 6 (C): 0.2133